Formula: C3H8NO2
Source: OMol25
Level of theory: ωB97M-V/def2-TZVPD

Geometry as XYZ:
```
14
Properties=species:S:1:pos:R:3:forces:R:3
C -0.444 0.517 -0.134 0.07 -0.11 -0.32
C -0.234 -0.258 -1.429 0.23 0.11 0.03
O 0.100 0.569 -2.559 -0.37 0.05 -0.03
N -0.452 -0.338 1.023 -0.80 -0.04 0.63
C 0.752 -0.210 1.899 0.46 0.09 0.16
O 1.921 -0.346 1.298 0.08 -0.06 -0.09
H -1.378 1.092 -0.195 -0.09 0.11 -0.12
H 0.382 1.219 -0.046 0.19 0.08 0.04
H 0.602 -0.940 -1.265 0.03 0.11 -0.11
H -1.129 -0.836 -1.681 -0.05 -0.21 0.09
H -0.712 1.025 -2.817 0.27 -0.03 0.09
H -0.566 -1.315 0.791 0.11 -0.02 -0.27
H 0.616 0.786 2.413 -0.08 -0.03 -0.13
H 0.542 -0.965 2.702 -0.05 -0.05 0.04
```
Positions in Å, forces in eV/Å.

Values from the calculation:
E_LUMO = 3.6 eV
charge = -1
orbital gap = 5.971 eV
SMILES string = [O-]CNCCO
HOMO energy = -2.33 eV
spin multiplicity = 1
E_tot = -324.31226 a.u.

Atomic partial charges in e from the Löwdin method, atoms 1 to 2: -0.280 -0.267

***

Formula: C3H8NO2
Source: OMol25
Level of theory: ωB97M-V/def2-TZVPD

Geometry as XYZ:
```
14
Properties=species:S:1:pos:R:3:forces:R:3
C 2.588 -0.657 0.499 -0.49 -0.13 -0.25
O 1.351 -0.093 0.794 0.69 0.42 0.33
H 2.794 -1.534 1.102 0.12 -0.24 0.25
H 2.691 -0.900 -0.560 0.00 0.01 -0.13
H 3.334 0.096 0.733 0.24 0.32 0.13
O -1.463 1.969 -0.832 0.03 0.37 0.04
C -1.136 0.820 -0.893 -0.34 -0.42 -0.27
C -1.482 -0.206 0.159 0.39 0.14 0.13
N -0.593 -1.345 0.047 0.49 -0.07 0.08
H -0.616 0.400 -1.778 0.14 0.08 0.05
H -1.448 0.295 1.129 -0.05 0.04 0.14
H -2.509 -0.528 -0.006 -0.18 -0.03 -0.09
H 0.401 -0.975 0.342 -1.11 -0.53 -0.46
H -0.869 -2.064 0.709 0.09 0.04 0.05
```
Positions in Å, forces in eV/Å.

Values from the calculation:
E_LUMO (spin up / spin down) = 0.9 / -2.3 eV
⟨S²⟩ = 0.7579
orbital gap (spin up / spin down) = 10.677 / 7.350 eV
HOMO energy (spin up / spin down) = -9.75 / -9.67 eV
spin multiplicity = 2
E_tot = -324.21440 a.u.

Atomic partial charges in e from the Löwdin method, atoms 1 to 2: -0.167 -0.121

***

Formula: C3H8NO2
Source: OMol25
Level of theory: ωB97M-V/def2-TZVPD

Geometry as XYZ:
```
14
Properties=species:S:1:pos:R:3:forces:R:3
C 0.294 0.053 -1.717 1.38 4.03 0.77
C 0.110 -0.101 -0.249 0.82 1.24 -2.84
C 0.347 1.001 0.749 2.26 1.42 -0.84
N -0.798 -1.153 0.145 -2.48 0.16 1.13
O 1.205 -0.625 -0.948 0.72 -2.51 1.44
O -0.346 0.669 1.907 -0.11 0.30 0.62
H -0.301 -0.347 -2.462 -1.06 -1.51 -1.20
H 0.827 0.988 -2.025 -1.27 -0.35 0.01
H 0.082 1.973 0.189 -0.10 -1.14 1.44
H 1.497 1.100 0.962 -2.02 -0.42 -0.60
H -1.773 -0.929 0.481 1.39 0.74 0.33
H -0.318 -1.665 0.834 0.46 -1.00 1.80
H -1.054 -1.824 -0.529 0.44 -1.00 -2.06
H 0.227 0.858 2.662 -0.41 0.02 0.00
```
Positions in Å, forces in eV/Å.

Values from the calculation:
E_LUMO = -3.7 eV
charge = +1
orbital gap = 11.375 eV
SMILES string = [NH3+][C@]1(CO)CO1
HOMO energy = -15.11 eV
spin multiplicity = 1
E_tot = -324.00585 a.u.

Atomic partial charges in e from the Löwdin method, atoms 1 to 2: -0.046 -0.413

***

Formula: C3H8NO2
Source: OMol25
Level of theory: ωB97M-V/def2-TZVPD

Geometry as XYZ:
```
14
Properties=species:S:1:pos:R:3:forces:R:3
C -2.613 -0.219 -0.179 -2.93 1.13 -1.79
C 0.006 0.961 0.752 1.63 1.09 -1.01
C 1.592 -0.618 -0.474 0.66 1.29 -0.20
N 0.903 -0.261 0.816 -0.75 -3.03 0.39
O -1.464 -0.447 -0.079 2.77 -1.07 0.68
O 0.480 1.571 -0.332 -0.59 -0.86 1.98
H -3.364 -0.877 0.295 -0.08 0.37 -0.10
H -2.918 0.633 -0.886 -0.22 -0.84 1.11
H 2.478 0.021 -0.496 -0.18 0.12 -0.28
H 2.012 -1.613 -0.481 -0.72 -0.47 0.02
H 0.921 -0.283 -1.282 0.54 -1.02 0.24
H 1.635 -0.216 1.549 -0.72 0.54 -0.11
H 0.260 -1.082 1.118 1.08 1.75 -0.56
H 0.071 2.430 -0.321 -0.48 1.00 -0.36
```
Positions in Å, forces in eV/Å.

Values from the calculation:
E_LUMO = -4.3 eV
charge = +1
orbital gap = 10.261 eV
HOMO energy = -14.55 eV
spin multiplicity = 1
E_tot = -323.95605 a.u.

Atomic partial charges in e from the Löwdin method, atoms 1 to 2: -0.054 0.032

***

Formula: C3H8NO2
Source: OMol25
Level of theory: ωB97M-V/def2-TZVPD

Geometry as XYZ:
```
14
Properties=species:S:1:pos:R:3:forces:R:3
C -1.372 -0.900 0.979 0.07 0.59 -1.78
C 0.035 1.314 0.554 -3.39 -0.27 1.03
C 1.154 1.615 -1.470 -1.53 1.33 -2.55
N -0.710 -2.168 0.526 1.78 -2.11 -0.85
O -0.432 0.138 0.263 1.52 1.57 0.39
O 0.434 2.168 -0.323 0.82 -1.32 -0.16
H -1.218 -0.861 2.025 0.67 0.40 1.15
H -0.174 1.859 1.523 0.25 -1.20 -0.72
H 0.502 1.400 -2.393 0.45 0.86 1.56
H 1.480 0.664 -1.207 1.31 -1.34 0.57
H 1.896 2.385 -1.731 -0.16 -0.71 0.24
H -0.959 -2.922 1.261 0.50 1.32 -1.54
H 0.409 -2.145 0.437 -2.76 -0.15 0.46
H -1.045 -2.546 -0.444 0.48 1.03 2.19
```
Positions in Å, forces in eV/Å.

Values from the calculation:
E_LUMO (spin up / spin down) = -4.2 / -4.2 eV
charge = +1
orbital gap (spin up / spin down) = 8.297 / 8.297 eV
HOMO energy (spin up / spin down) = -12.51 / -12.51 eV
spin multiplicity = 1
E_tot = -323.92825 a.u.

Atomic partial charges in e from the Löwdin method, atoms 1 to 2: -0.071 -0.146

***

Formula: C3H8NO2S
Source: OMol25
Level of theory: ωB97M-V/def2-TZVPD

Geometry as XYZ:
```
15
Properties=species:S:1:pos:R:3:forces:R:3
O 1.762 3.353 2.177 0.89 -0.71 0.24
C 1.797 2.223 1.701 -3.53 1.26 -1.29
N 0.711 1.759 0.922 1.92 -1.59 -0.43
C 0.879 0.391 0.328 -1.57 -1.18 0.50
C 0.079 0.051 -0.991 2.03 0.28 -1.15
S -1.031 1.290 -1.748 0.44 -0.26 0.47
H 2.633 1.502 1.861 -0.53 0.22 -0.30
H -0.206 2.230 0.593 2.27 -0.46 0.63
H 0.368 -0.349 1.034 1.23 0.85 -0.30
H 1.913 0.008 0.061 -0.82 1.23 1.15
H -0.452 -0.836 -0.738 -0.75 -0.68 0.07
H 0.937 -0.365 -1.670 -1.61 0.97 0.41
H -2.573 -3.268 -1.449 -0.12 -1.76 0.88
H -3.907 -3.863 -1.052 2.49 -1.07 0.28
O -2.909 -4.126 -1.028 -2.34 2.89 -1.16
```
Positions in Å, forces in eV/Å.

Values from the calculation:
E_LUMO = 3.2 eV
charge = -1
orbital gap = 6.089 eV
HOMO energy = -2.89 eV
spin multiplicity = 1
E_tot = -722.53349 a.u.

Atomic partial charges in e from the Löwdin method, atoms 1 to 2: -0.057 -0.363

***

Formula: C3H8NO2S2
Source: OMol25
Level of theory: ωB97M-V/def2-TZVPD

Geometry as XYZ:
```
16
Properties=species:S:1:pos:R:3:forces:R:3
C -1.260 -1.050 0.792 0.04 -0.41 0.13
C -1.124 -0.867 -0.700 0.15 0.07 -0.52
S -0.684 -2.453 -1.511 0.07 0.21 -0.18
S 0.250 -1.785 -3.239 -0.23 -0.22 0.35
H -0.350 -1.478 1.208 0.07 0.13 0.02
H -2.092 -1.715 1.048 -0.06 0.07 -0.03
H -1.392 -0.088 1.279 0.02 0.07 -0.01
H -0.295 -0.192 -0.941 -0.20 0.00 0.36
H -2.051 -0.492 -1.143 0.05 -0.08 -0.05
H -0.842 -1.719 -4.014 -0.02 0.03 -0.12
N 1.878 2.691 1.277 0.01 0.55 -0.19
C 1.230 1.435 1.138 0.18 -0.38 -0.41
O 1.073 1.054 -0.054 0.00 0.11 0.21
O 0.899 0.865 2.197 -0.11 0.03 0.11
H 2.304 2.839 2.170 0.12 -0.05 0.31
H 2.456 2.954 0.494 -0.09 -0.13 0.01
```
Positions in Å, forces in eV/Å.

Values from the calculation:
E_LUMO = 3.0 eV
charge = -1
orbital gap = 7.225 eV
HOMO energy = -4.26 eV
spin multiplicity = 1
E_tot = -1120.80589 a.u.

Atomic partial charges in e from the Löwdin method, atoms 1 to 2: -0.196 -0.623

***

Formula: C3H8NO2S2
Source: OMol25
Level of theory: ωB97M-V/def2-TZVPD

Geometry as XYZ:
```
16
Properties=species:S:1:pos:R:3:forces:R:3
N 1.370 -0.007 -1.397 -2.06 -1.18 -2.80
C 0.849 -0.869 -0.233 2.52 -0.78 -0.02
C 0.458 -2.173 -0.894 -0.54 -3.22 -2.05
O 0.174 -3.149 0.005 0.50 2.31 0.09
O 0.442 -2.388 -2.114 0.18 1.41 2.80
C -0.267 -0.249 0.524 -2.75 1.12 1.17
S 0.110 1.521 0.755 0.44 1.18 0.32
S -1.610 2.641 1.236 -0.21 -1.22 -1.77
H 1.899 -0.544 -2.088 0.13 -1.34 0.40
H 2.093 0.663 -1.182 -0.73 1.45 0.54
H 0.548 0.199 -2.145 1.96 0.62 2.59
H 1.759 -1.087 0.434 -1.24 0.43 -0.90
H -0.085 -3.964 -0.425 -0.14 -0.47 -0.61
H -1.207 -0.246 -0.064 0.46 -0.37 0.11
H -0.536 -0.703 1.519 0.79 -0.04 -1.16
H -1.235 3.183 2.353 0.69 0.10 1.29
```
Positions in Å, forces in eV/Å.

Values from the calculation:
E_LUMO = -3.9 eV
charge = +1
orbital gap = 8.827 eV
SMILES string = [NH3+][C@@H](CSS)C(=O)O
HOMO energy = -12.68 eV
spin multiplicity = 1
E_tot = -1120.44659 a.u.

Atomic partial charges in e from the Löwdin method, atoms 1 to 2: 0.172 -0.285